<one>
Molecular formula: C3H11NOS2
Method: DFT, ωB97M-V/def2-TZVPD

Last column: Löwdin charge in e.
CARTESIAN COORDINATES (ANGSTROEM)
1 C -2.40566 0.38816 -0.02909  -0.133
2 N -1.06498 0.67833 0.48906  -0.150
3 C -0.39648 -0.55723 0.89410  -0.336
4 C 0.94990 -0.26702 1.57224  -0.518
5 S 1.97420 0.76079 0.45623  0.464
6 S 2.69025 -0.65298 -0.86249  0.361
7 H -3.04511 0.02387 0.77365  0.073
8 H -2.77882 1.33574 -0.41688  0.080
9 H -2.39754 -0.37987 -0.79579  0.070
10 H -0.52652 1.05229 -0.28725  0.034
11 H -0.27086 -1.25864 0.06739  0.102
12 H -1.04211 -0.94019 1.69170  0.115
13 H 0.77615 0.12018 2.56693  0.075
14 H 1.55329 -1.14872 1.78583  0.058
15 H 3.93063 -0.69169 -0.35902  -0.193
16 O 0.24806 0.59788 -2.49021  -0.103
17 H 1.03694 1.04092 -2.13770  -0.022
18 H 0.76867 -0.10182 -2.91870  0.024

Computed properties:
Molar mass   141.26 u
SMILES string   CNCCSS.O
Orbital gap   9.22 eV
LUMO energy   0.33 eV



<two>
Molecular formula: C3H11NOS2
Method: DFT, ωB97M-V/def2-TZVPD

Last column: Löwdin charge in e.
CARTESIAN COORDINATES (ANGSTROEM)
1 C 1.42969 1.18348 -0.40236  -0.089
2 C -0.08221 0.83664 -0.61382  -0.517
3 N -0.93911 1.83129 0.07255  0.021
4 C -0.32503 -0.63181 -0.11589  -0.574
5 S -1.16852 -1.64586 -1.37839  0.474
6 S -3.07373 -0.60424 -1.08297  0.381
7 H 1.67527 1.26193 0.66950  0.075
8 H 1.51298 2.17459 -0.93930  0.089
9 H 2.25191 0.52140 -0.81718  0.092
10 H -0.21706 0.90907 -1.67734  0.093
11 H -1.43908 1.30265 0.78548  0.044
12 H -0.33656 2.34794 0.72123  0.064
13 H -1.01707 -0.67390 0.71344  0.033
14 H 0.63126 -0.98390 0.26524  0.041
15 H -2.87674 0.12640 -2.15649  -0.219
16 O 1.64140 -2.68792 2.11744  -0.051
17 H 1.47831 -2.53833 1.18314  0.010
18 H 0.85429 -2.72940 2.65573  0.033

Computed properties:
Molar mass   141.26 u
SMILES string   C[C@H](N)CSS.O
Orbital gap   9.18 eV
LUMO energy   -0.05 eV



Relative energies, hartree: <one> 0.0000; <two> 0.0180.



<one>
Molecular formula: C8H10N2O2
Method: DFT, ωB97M-V/def2-TZVPD

Last column: Löwdin charge in e.
CARTESIAN COORDINATES (ANGSTROEM)
1 O 0.91720 0.30425 1.56780  0.065
2 C -0.25065 -0.00481 1.57353  -0.198
3 C -1.33208 0.63284 0.73205  -0.354
4 O -2.44695 0.12589 0.66664  0.081
5 C -0.81925 1.69265 -0.17393  -0.135
6 C -1.70965 1.90230 -1.43073  -0.064
7 C -1.84552 2.89297 -0.34860  -0.055
8 H -0.62549 -0.66912 2.50233  0.165
9 H 0.15912 1.84432 -0.17920  0.079
10 H -2.39696 1.13825 -1.50064  0.082
11 H -1.08786 2.22316 -2.20334  0.094
12 H -1.43234 3.92973 -0.39321  0.125
13 H -2.69555 2.84654 0.19878  0.063
14 C 2.48210 -2.55102 0.41397  -0.095
15 C 2.74258 -1.50255 -0.51490  -0.168
16 N 1.60487 -1.01825 -1.00482  0.011
17 N 0.67186 -1.78328 -0.54317  -0.076
18 C 1.12228 -2.70245 0.35058  -0.152
19 H 3.14744 -3.30519 1.04811  0.138
20 H 3.68595 -0.99938 -0.77134  0.103
21 H -0.29710 -1.53090 -0.77059  0.158
22 H 0.40601 -3.46595 0.78068  0.134

Computed properties:
Molar mass   166.18 u
SMILES string   O=CC(=O)C1CC1.c1cn[nH]c1
Orbital gap   8.89 eV
LUMO energy   -0.58 eV



<two>
Molecular formula: C8H10N2O2
Method: DFT, ωB97M-V/def2-TZVPD

Last column: Löwdin charge in e.
CARTESIAN COORDINATES (ANGSTROEM)
1 N 1.52880 1.71427 -1.94597  -0.004
2 C 1.26284 0.35696 -2.42260  -0.274
3 C -0.13433 -0.23408 -2.05936  -0.151
4 C -0.36700 -0.30938 -0.56667  -0.238
5 C 0.15166 -1.39095 0.15893  -0.017
6 C 0.01769 -1.45356 1.53464  0.005
7 C -0.62796 -0.42597 2.19367  -0.156
8 N -0.73445 -0.47206 3.64735  -0.356
9 O -0.24853 -1.42968 4.21785  0.078
10 O -1.29207 0.46147 4.19245  0.076
11 C -1.18544 0.64605 1.51322  0.018
12 C -0.99621 0.70188 0.13433  -0.035
13 H 0.88394 2.35040 -2.39012  0.062
14 H 1.41582 1.78218 -0.93634  0.063
15 H 2.06444 -0.32478 -2.05810  0.114
16 H 1.39370 0.37309 -3.51470  0.107
17 H -0.22669 -1.23714 -2.51497  0.118
18 H -0.91711 0.38771 -2.49555  0.107
19 H 0.67628 -2.18340 -0.38294  0.124
20 H 0.44575 -2.27552 2.08746  0.120
21 H -1.72513 1.41435 2.03959  0.118
22 H -1.38601 1.54815 -0.43216  0.119

Computed properties:
Molar mass   166.18 u
SMILES string   NCCc1ccc([N+](=O)[O-])cc1
Orbital gap   9.10 eV
LUMO energy   -0.47 eV



Relative energies, hartree: <one> 0.0312; <two> 0.0000.



<one>
Molecular formula: C19H56O11
Method: DFT, ωB97M-V/def2-TZVPD

Last column: Löwdin charge in e.
CARTESIAN COORDINATES (ANGSTROEM)
1 C -2.50105 2.19073 5.36536  -0.064
2 C -2.74720 1.37398 4.09825  -0.484
3 C -3.54061 0.11413 4.35290  -0.054
4 O -3.49532 2.23480 3.21838  -0.063
5 H -1.88638 3.06440 5.14273  0.075
6 H -1.90787 1.65625 6.11817  0.077
7 H -3.45907 2.43449 5.82085  0.085
8 H -1.80584 1.18797 3.56929  0.119
9 H -3.29767 -0.33667 5.31593  0.077
10 H -3.43576 -0.62710 3.55977  0.070
11 H -4.61533 0.30799 4.41514  0.085
12 H -2.98825 3.03500 3.05986  0.082
13 C 2.43747 1.18006 -3.23194  -0.030
14 C 3.67026 0.45284 -2.68967  -0.437
15 C 4.58068 1.36309 -1.86595  -0.037
16 O 3.18576 -0.61703 -1.82585  -0.114
17 H 2.72345 1.81394 -4.06837  0.089
18 H 2.05354 1.83158 -2.44069  0.069
19 H 1.65506 0.46909 -3.48510  0.075
20 H 4.14206 -0.06324 -3.53308  0.137
21 H 3.98167 1.84576 -1.09462  0.073
22 H 4.87992 2.17660 -2.54013  0.089
23 H 5.48117 0.89373 -1.48077  0.079
24 H 3.91419 -1.23674 -1.71952  0.102
25 C 1.50987 -2.95380 -2.14646  -0.049
26 C 0.00408 -2.87454 -2.08442  -0.499
27 C -0.63408 -3.67201 -3.20849  -0.058
28 O -0.40273 -3.43394 -0.83459  -0.053
29 H 1.96098 -2.56050 -1.23416  0.066
30 H 1.84134 -2.37027 -3.00615  0.083
31 H 1.82137 -3.99430 -2.24972  0.091
32 H -0.29515 -1.82136 -2.16324  0.099
33 H -0.42469 -4.74010 -3.13601  0.088
34 H -0.35419 -3.39659 -4.22829  0.082
35 H -1.71803 -3.51594 -3.15262  0.062
36 H -1.34450 -3.63246 -0.86830  0.094
37 C -3.82154 -1.06638 -2.73472  -0.038
38 C -2.79131 -0.02327 -3.15297  -0.463
39 C -2.16361 -0.40264 -4.48749  -0.047
40 O -3.44392 1.25067 -3.24077  -0.064
41 H -3.48523 -2.07404 -2.98783  0.059
42 H -4.74429 -0.89998 -3.29164  0.088
43 H -4.03553 -1.06440 -1.66604  0.079
44 H -2.02240 0.09455 -2.37919  0.119
45 H -1.66267 -1.36798 -4.52078  0.057
46 H -1.34023 0.29110 -4.71311  0.081
47 H -2.86651 -0.28282 -5.31332  0.092
48 H -2.93043 1.74709 -3.89387  0.100
49 C 0.98214 -2.66118 2.56199  -0.063
50 C 1.52416 -3.52471 3.66518  -0.508
51 C 2.68758 -2.92232 4.43532  -0.053
52 O 0.48787 -3.87591 4.58790  -0.050
53 H 0.17262 -3.16371 2.02186  0.077
54 H 1.73810 -2.50977 1.78554  0.083
55 H 0.59597 -1.72162 2.96225  0.086
56 H 1.90855 -4.47176 3.25553  0.134
57 H 2.43795 -1.93648 4.82974  0.081
58 H 3.49794 -2.77790 3.71683  0.078
59 H 2.98963 -3.64405 5.18954  0.080
60 H -0.34859 -3.96990 4.12727  0.078
61 O 1.43558 4.74350 -1.82168  -0.065
62 C 0.53850 4.26410 -0.83077  -0.225
63 C 1.34408 3.60873 0.28896  -0.233
64 O 0.48134 3.35710 1.40604  -0.087
65 H 1.93692 5.49182 -1.48347  0.084
66 H -0.14353 4.99960 -0.40631  0.132
67 H -0.01642 3.47545 -1.33721  0.107
68 H 2.17152 4.24002 0.64066  0.125
69 H 1.84505 2.69454 -0.04423  0.088
70 H 1.03846 2.88969 2.05811  0.059
71 O 1.36804 0.36496 0.10949  -0.082
72 C 0.21555 -0.38120 -0.13591  -0.237
73 C -0.95419 0.19013 0.65618  -0.200
74 O -1.20918 1.53560 0.29805  -0.078
75 H 2.12440 0.06819 -0.42300  0.071
76 H -0.07229 -0.34243 -1.19847  0.097
77 H 0.28429 -1.46119 0.05536  0.088
78 H -0.71254 0.11893 1.72647  0.107
79 H -1.83982 -0.42473 0.49355  0.127
80 H -0.46393 2.08564 0.60837  0.042
81 O 1.95224 1.35760 2.55976  -0.070
82 H 1.76624 1.05024 1.63592  0.012
83 H 2.65379 0.78861 2.89069  0.049
84 O -2.75022 3.23460 -1.40591  -0.087
85 H -2.17284 2.67062 -0.85948  -0.011
86 H -3.17646 2.57749 -1.98691  -0.005

Computed properties:
Molar mass   460.65 u
SMILES string   CC(C)O.CC(C)O.CC(C)O.CC(C)O.CC(C)O.OCCO.OCCO.O.O
Orbital gap   9.77 eV
LUMO energy   0.16 eV



<two>
Molecular formula: C19H56O11
Method: DFT, ωB97M-V/def2-TZVPD

Last column: Löwdin charge in e.
CARTESIAN COORDINATES (ANGSTROEM)
1 C -2.60674 -0.58787 2.83421  -0.058
2 C -3.16918 -1.90063 3.12297  -0.528
3 C -3.75735 -2.66064 1.95079  -0.035
4 O -2.25676 -2.63158 3.88413  -0.028
5 H -1.53587 -0.56899 2.63176  0.054
6 H -2.76928 0.09199 3.67055  0.088
7 H -3.06351 -0.06938 1.99122  0.083
8 H -3.95435 -1.77411 3.86836  0.135
9 H -4.52911 -2.07783 1.44796  0.085
10 H -4.18706 -3.62500 2.22180  0.082
11 H -2.90177 -2.85213 1.30317  0.061
12 H -1.40482 -2.37930 3.52058  0.040
13 C 1.25129 1.19899 3.50576  -0.047
14 C 1.69586 2.54179 2.94801  -0.484
15 C 3.18335 2.54744 2.61062  -0.033
16 O 0.87905 2.79428 1.82544  -0.063
17 H 1.58302 0.55406 2.69205  0.077
18 H 0.17269 1.08996 3.61905  0.065
19 H 1.61797 0.89553 4.48635  0.086
20 H 1.52578 3.25193 3.75725  0.133
21 H 3.78708 2.02753 3.35446  0.086
22 H 3.52782 3.57704 2.51391  0.081
23 H 3.34743 2.10032 1.63018  0.066
24 H -0.04163 2.93051 2.06074  0.041
25 C -1.84181 1.98053 -3.95592  -0.042
26 C -2.41036 0.59283 -3.69232  -0.449
27 C -1.36608 -0.41165 -3.23463  -0.053
28 O -3.38622 0.67467 -2.67722  -0.079
29 H -1.29031 2.49415 -3.16842  0.063
30 H -2.64668 2.60823 -4.33840  0.081
31 H -1.06496 1.90993 -4.71724  0.077
32 H -2.96288 0.17545 -4.53412  0.142
33 H -0.76833 -0.06980 -2.38968  0.061
34 H -0.69151 -0.67320 -4.04989  0.081
35 H -1.72577 -1.36697 -2.85242  0.080
36 H -3.10881 1.21788 -1.93591  0.034
37 C 4.34989 -2.10127 -3.46003  -0.049
38 C 3.07822 -2.66071 -2.89575  -0.548
39 C 2.41875 -1.89086 -1.83206  -0.049
40 O 2.13488 -2.77435 -3.90964  -0.041
41 H 5.14428 -2.29761 -2.73996  0.085
42 H 4.30869 -1.04417 -3.72261  0.078
43 H 4.61365 -2.66971 -4.35188  0.078
44 H 3.25780 -3.69118 -2.58918  0.139
45 H 2.10432 -0.87590 -2.07516  0.062
46 H 3.09990 -1.78496 -0.98771  0.092
47 H 1.55053 -2.45704 -1.49481  0.082
48 H 2.54619 -3.17331 -4.67986  0.086
49 C 1.39823 3.26893 -1.72499  -0.055
50 C 1.85308 1.81791 -1.69584  -0.421
51 C 3.36420 1.71127 -1.90569  -0.045
52 O 1.53164 1.31743 -0.36500  -0.095
53 H 0.35592 3.35849 -1.41898  0.057
54 H 1.41931 3.80674 -2.67283  0.085
55 H 1.86911 3.88338 -0.95764  0.086
56 H 1.31580 1.24576 -2.45219  0.121
57 H 3.81531 2.41268 -2.60755  0.081
58 H 3.74935 0.73133 -2.18762  0.048
59 H 3.90999 1.85761 -0.97360  0.075
60 H 1.60665 2.02183 0.28290  0.029
61 O -1.71763 2.75574 2.16021  -0.068
62 C -2.81261 3.30262 1.44930  -0.189
63 C -2.71959 3.18612 -0.10625  -0.204
64 O -2.63931 1.83274 -0.37022  -0.080
65 H -2.02637 2.48879 3.02913  0.105
66 H -3.75860 2.83607 1.72413  0.126
67 H -2.96225 4.34864 1.71680  0.117
68 H -1.87291 3.74007 -0.51168  0.109
69 H -3.60951 3.55108 -0.61902  0.133
70 H -2.16112 1.43486 0.36095  0.058
71 O 0.24466 -2.34027 2.31260  -0.075
72 C 0.09424 -3.56164 1.66441  -0.224
73 C 0.87804 -4.81414 2.23201  -0.196
74 O 2.28215 -4.78013 1.94622  -0.073
75 H 1.18257 -2.16258 2.21088  0.093
76 H -0.93223 -3.92800 1.64858  0.111
77 H 0.41511 -3.40876 0.63399  0.117
78 H 0.40473 -5.66775 1.74681  0.118
79 H 0.80083 -4.98158 3.30631  0.118
80 H 2.62750 -3.92755 2.22089  0.068
81 O -0.73801 -0.23272 0.23453  -0.040
82 H 0.11175 -0.00596 -0.14324  0.024
83 H -0.52751 -0.61655 1.08576  0.013
84 O -3.01185 -1.23212 -0.76424  -0.068
85 H -3.13790 -0.58420 -1.45745  -0.026
86 H -2.34006 -0.85103 -0.19882  -0.032

Computed properties:
Molar mass   460.65 u
SMILES string   CC(C)O.CC(C)O.CC(C)O.CC(C)O.CC(C)O.OCCO.OCCO.O.O
Orbital gap   9.74 eV
LUMO energy   0.24 eV



Relative energies, hartree: <one> 0.0000; <two> 0.0400.



<one>
Molecular formula: C4H10OSSi
Method: DFT, ωB97M-V/def2-TZVPD

Last column: Löwdin charge in e.
CARTESIAN COORDINATES (ANGSTROEM)
1 C -3.22434 -0.84891 1.77411  -0.171
2 C -2.23775 -1.66034 2.15577  -0.701
3 C 1.15261 0.09708 -3.03555  -0.063
4 C 1.66428 0.93089 -1.84900  -0.250
5 O 0.52143 1.53585 -1.16284  -0.390
6 Si -0.38350 1.24666 0.16730  0.762
7 S -0.82449 -1.99331 1.06946  0.339
8 H -4.18525 -0.96866 2.17931  0.021
9 H -3.10296 -0.58095 0.70073  0.025
10 H -2.22677 -2.12091 3.14259  0.037
11 H 0.57832 -0.61781 -2.45397  0.069
12 H 0.60462 0.68161 -3.74986  0.068
13 H 2.06647 -0.37595 -3.56978  0.116
14 H 2.12787 1.79748 -2.28643  0.113
15 H 2.16922 0.34276 -1.19912  0.079
16 H -1.63967 2.08263 -0.31053  -0.001
17 H 0.31787 1.17788 1.50704  -0.051

Computed properties:
Molar mass   134.28 u
Orbital gap (alpha / beta)   6.14 / 6.15 eV
LUMO energy (alpha / beta)   -1.30 / -1.30 eV



<two>
Molecular formula: C4H10OSSi
Method: DFT, ωB97M-V/def2-TZVPD

Last column: Löwdin charge in e.
CARTESIAN COORDINATES (ANGSTROEM)
1 C -0.74336 1.60981 -1.37172  -0.402
2 C 1.38278 -0.58643 -1.11338  -0.177
3 C 0.36876 1.01892 1.27423  -0.193
4 C -1.52588 -1.14306 0.16199  -0.179
5 O -1.27091 2.43283 -3.85248  -0.572
6 Si -0.24738 0.11070 -0.37531  0.465
7 S -0.83903 1.28023 -3.06423  0.875
8 H -0.87894 2.50114 -0.85990  0.003
9 H 1.25780 -1.55539 -1.63331  0.038
10 H 1.96780 0.00307 -1.72471  -0.009
11 H 1.89528 -0.69641 -0.15439  0.023
12 H -0.51516 1.55275 1.61985  0.009
13 H 0.91238 0.58028 2.15522  0.045
14 H 0.91513 1.76760 0.69365  0.005
15 H -1.11699 -2.09746 0.24981  0.000
16 H -2.09222 -1.00787 1.11954  0.061
17 H -2.15011 -1.24120 -0.69674  0.008

Computed properties:
Molar mass   134.28 u
Orbital gap   8.67 eV
LUMO energy   -0.74 eV



Relative energies, hartree: <one> 0.0754; <two> 0.0000.